{"formula": "C5H7NO", "method": "ωB97M-V/def2-TZVPD", "species": ["C", "C", "C", "C", "C", "N", "O", "H", "H", "H", "H", "H", "H", "H"], "xyz": [[2.217, 0.236, 0.089], [-1.689, -1.136, -0.388], [-0.789, 0.003, -0.316], [-0.463, -1.508, -0.196], [-0.759, 0.914, 0.870], [2.357, 0.979, -0.840], [2.487, -0.497, 0.948], [-2.685, -1.406, -0.830], [1.808, 0.901, -1.684], [-0.550, 0.455, -1.285], [0.269, -2.292, 0.181], [-1.064, 0.345, 1.706], [-1.442, 1.679, 0.603], [0.304, 1.328, 1.143]], "atomic_forces_ev_per_a": [[2.05, -1.33, 0.24], [-1.69, -1.55, -1.56], [1.66, -0.44, -0.53], [0.45, -0.39, 1.32], [2.45, 0.30, -0.40], [-0.83, 1.23, -1.44], [-1.00, -0.15, 0.97], [1.06, 0.21, 1.14], [-0.01, 0.20, 0.19], [0.20, 0.20, 0.24], [-1.10, 1.29, -1.03], [-0.62, -0.35, 1.12], [-0.55, 1.27, 0.49], [-2.07, -0.50, -0.74]], "lumo_ha": 0.032, "smiles": "CC1C=C1.N=C=O", "homo_lumo_gap_ev": 10.4}

***

{"formula": "C2H7N3S2", "method": "ωB97M-V/def2-TZVPD", "species": ["C", "C", "H", "H", "H", "H", "H", "H", "H", "N", "N", "N", "S", "S"], "xyz": [[-0.632, 2.250, 0.095], [0.101, -0.022, 0.245], [-1.498, 1.771, 0.716], [-0.142, 3.154, 0.617], [-0.938, 2.587, -0.958], [0.968, -1.950, -0.027], [2.552, 0.193, -1.417], [-1.090, -1.434, 1.274], [-3.210, 0.325, 0.047], [0.321, 1.144, -0.127], [1.145, -0.960, 0.163], [-1.143, -0.513, 0.752], [2.664, -0.268, -0.099], [-2.396, -0.714, -0.388]], "atomic_forces_ev_per_a": [[-0.58, -0.86, -0.06], [-0.57, -1.05, 0.01], [1.09, 1.70, -1.05], [-0.69, -1.65, -0.70], [-0.01, -0.36, 1.70], [0.12, 0.82, -0.02], [-0.10, -0.42, 1.12], [0.37, 1.80, -0.66], [0.55, -0.80, -0.37], [0.00, 2.00, -0.01], [-0.13, 0.36, 0.20], [0.30, -2.07, 0.76], [0.50, -0.52, -1.01], [-0.87, 1.05, 0.08]], "lumo_ha": 0.019, "smiles": "CN=C(NS)NS", "homo_lumo_gap_ev": 9.3}

***

{"formula": "C6H12N2PSSn", "method": "ωB97M-V/def2-TZVPD", "species": ["C", "C", "C", "C", "C", "Sn", "P", "H", "H", "H", "H", "H", "H", "H", "H", "N", "C", "N", "S", "H", "H", "H", "H"], "xyz": [[-1.167, -1.952, -0.410], [-0.838, -2.977, -1.244], [0.263, -3.049, -2.122], [1.156, -2.015, -2.496], [1.273, -0.793, -1.911], [0.515, -0.727, 0.066], [-1.594, -0.128, 2.118], [-2.126, -1.899, 0.114], [-1.475, -3.877, -1.285], [0.380, -3.997, -2.653], [1.801, 0.060, -2.347], [1.792, -2.291, -3.356], [-1.195, 0.213, 3.451], [-2.589, -1.103, 2.428], [-2.452, 0.975, 1.812], [0.131, 2.870, 1.951], [0.570, 2.661, 0.703], [1.670, 3.335, 0.336], [-0.297, 1.692, -0.427], [0.687, 3.422, 2.596], [-0.651, 2.336, 2.316], [2.027, 3.251, -0.607], [2.119, 3.991, 0.966]], "atomic_forces_ev_per_a": [[0.55, 0.84, -0.20], [-0.73, -1.37, 0.00], [0.36, 0.46, -0.01], [0.87, -1.17, -1.04], [-0.88, 0.67, 0.34], [-0.23, 0.31, -0.19], [-0.44, 0.09, 0.69], [0.44, -0.63, -0.01], [0.08, 0.52, -0.07], [-0.07, 0.33, 0.08], [0.48, -0.72, 0.08], [-0.40, 0.30, 0.23], [-0.45, 0.00, -0.31], [0.20, 0.41, 0.13], [0.12, -0.34, 0.40], [0.22, -0.33, -0.18], [0.41, 0.70, 0.40], [-0.41, -0.29, 0.12], [0.15, 0.22, -0.16], [-0.30, -0.20, -0.05], [0.29, 0.39, -0.22], [-0.17, -0.02, 0.20], [-0.06, -0.18, -0.26]], "lumo_ha": [-0.191, -0.181], "homo_lumo_gap_ev": [5.9, 6.3], "charge": 1}

***

{"formula": "C8H12N2S", "method": "ωB97M-V/def2-TZVPD", "species": ["C", "C", "C", "C", "C", "C", "C", "C", "N", "N", "S", "H", "H", "H", "H", "H", "H", "H", "H", "H", "H", "H", "H"], "xyz": [[-0.447, -3.124, 2.863], [-0.015, -1.824, 2.988], [-1.701, -1.957, 1.623], [-0.718, 0.217, 1.630], [-0.658, -0.634, -1.469], [1.716, 0.313, -0.963], [-0.326, 1.747, -0.906], [0.238, 0.592, -1.143], [-1.481, -3.162, 2.027], [-0.802, -1.035, 2.136], [0.516, 1.179, 2.329], [-0.251, -3.957, 3.520], [0.796, -1.329, 3.512], [-2.592, -1.677, 1.076], [-0.407, -1.349, -0.745], [-0.262, -1.070, -2.344], [-1.825, -0.483, -1.513], [1.748, -0.197, -0.045], [2.185, -0.243, -1.848], [2.228, 1.241, -0.806], [0.228, 2.607, -0.544], [0.002, 2.238, 1.613], [-1.398, 1.798, -1.090]], "atomic_forces_ev_per_a": [[1.51, 1.80, 2.11], [1.09, -0.08, 0.28], [-1.01, -0.35, -0.49], [-0.47, 0.13, 0.94], [-0.86, 2.13, 0.00], [-0.77, 0.07, -2.05], [-0.58, 0.84, -0.35], [-0.54, -1.50, -0.83], [-2.24, -0.16, -1.48], [0.15, -1.39, -0.01], [-0.90, 0.55, -0.68], [0.56, -0.10, -0.31], [-0.15, -0.43, 0.08], [0.42, 0.27, -0.31], [-0.07, -1.20, 1.37], [-0.02, -0.50, -1.51], [2.52, -0.02, 0.07], [0.70, -1.33, 1.11], [-0.69, 0.59, 1.45], [0.43, 0.54, -0.10], [-0.09, 0.11, -0.31], [0.83, -0.40, 0.61], [0.17, 0.44, 0.41]], "lumo_ha": -0.012, "homo_lumo_gap_ev": 8.3}

***

{"formula": "CH4OS2", "method": "ωB97M-V/def2-TZVPD", "species": ["C", "O", "S", "S", "H", "H", "H", "H"], "xyz": [[-0.823, -0.525, 0.099], [-1.473, 0.096, -0.990], [2.041, 0.893, -0.186], [1.166, -0.832, 0.266], [-1.259, -0.168, 1.026], [-1.032, 1.002, -1.289], [-1.132, -1.654, 0.144], [2.511, 1.188, 0.930]], "atomic_forces_ev_per_a": [[-0.05, -2.32, 0.50], [2.36, 2.01, -0.83], [-0.59, 0.25, -3.28], [-2.82, -0.54, -0.42], [0.68, 0.68, 0.33], [-1.13, -2.87, 1.35], [0.59, 1.92, -0.68], [0.97, 0.88, 3.01]], "lumo_ha": 0.018, "smiles": "OCSS", "homo_lumo_gap_ev": 9.5}